(1)
Density functional theory data (ωB97M-V/def2-TZVPD) for a cluster of 12 separate species, C6H32O12 in total.

- relative energy (zero: lowest compared OMol25 entry of this formula, charge and spin) (kcal per mole) = 52.7
- HOMO energy (eV) = -8.95
- energy (hartree) = -1150.64858
- SMILES string = C=C(O)/C=C/CC.O.O.O.O.O.O.O.O.O.O.O
- HOMO-LUMO gap (hartree) = 0.33338
- LUMO (eV) = 0.1

```
! wB97M-V def2-TZVPD RIJCOSX def2/J DEFGRID3
* xyz 0 1
C -1.804 -2.308 -0.704
C -0.798 -2.245 0.161
O -0.761 -2.628 1.471
C 0.516 -1.645 -0.248
C 0.910 -0.449 0.165
C 2.177 0.251 -0.216
C 2.296 1.680 0.361
H -2.797 -2.690 -0.526
H -1.565 -1.937 -1.688
H -1.542 -3.120 1.755
H 0.970 -2.424 -0.855
H 0.227 0.045 0.852
H 3.028 -0.301 0.187
H 2.258 0.219 -1.302
H 2.394 2.471 -0.388
H 1.389 1.930 0.912
H 3.189 1.759 0.972
O -3.153 0.082 0.603
H -2.693 -0.114 -0.246
H -4.096 0.075 0.404
O -1.793 0.008 3.070
H -2.205 0.003 2.189
H -2.118 0.746 3.588
O 3.381 -2.773 -1.567
H 2.982 -2.005 -1.997
H 3.060 -2.658 -0.653
O -2.397 2.979 0.555
H -2.016 2.986 1.450
H -3.042 2.265 0.547
O -1.305 3.351 -1.865
H -0.382 3.442 -1.605
H -1.784 3.286 -1.004
O -1.719 0.664 -1.634
H -2.262 1.364 -2.026
H -0.875 1.121 -1.542
O -0.902 2.506 2.813
H -0.202 3.145 2.988
H -0.454 1.653 2.964
O 0.858 -0.019 3.443
H 1.005 -0.556 4.231
H 0.238 -0.615 2.995
O -0.575 -0.711 -4.058
H -0.948 -0.412 -3.214
H -1.274 -0.460 -4.676
O 2.253 0.295 -3.507
H 1.499 0.618 -4.013
H 2.501 -0.512 -3.974
O 3.003 -2.914 1.281
H 2.199 -3.282 1.671
H 3.129 -2.168 1.882
*
```

***

(2)
Density functional theory data (ωB97M-V/def2-TZVPD) for a structure of composition C23H19BrF3InN4O7P.

- relative energy (zero: lowest compared OMol25 entry of this formula, charge and spin) (kcal per mole) = 115.0
- HOMO energy (eV) = -17.02
- energy (hartree) = -5037.31307
- HOMO-LUMO gap (hartree) = 0.10368
- LUMO (eV) = -14.2

```
! wB97M-V def2-TZVPD RIJCOSX def2/J DEFGRID3
* xyz 3 1
C 2.712 -2.480 -0.434
C 2.423 -1.299 -0.329
C 2.227 0.225 -0.288
C 3.299 1.135 0.265
N 4.607 0.703 0.766
C 4.507 -0.247 1.912
C 4.350 0.423 3.351
O 4.577 -1.445 1.836
C 5.503 0.247 -0.267
C 5.104 -0.197 -1.723
O 6.742 0.240 0.023
C 3.040 2.624 0.325
C 1.756 3.218 -0.149
C 1.563 4.783 -0.003
F 2.593 5.352 0.749
F 0.398 5.069 0.715
F 1.580 5.367 -1.243
C 0.741 2.301 -0.727
C 0.947 0.795 -0.810
C -0.220 -0.042 -1.452
O 0.085 -0.974 -2.164
C -1.687 0.430 -1.158
C -1.885 1.972 -1.084
C -3.182 2.590 -0.847
C -4.371 1.639 -0.687
Br -6.083 2.513 -0.437
C -4.233 0.084 -0.752
P -5.829 -0.867 -0.577
O -6.680 -0.549 -1.765
O -6.648 -0.355 0.808
O -5.651 -2.514 -0.428
C -2.874 -0.521 -0.984
C -2.668 -2.064 -1.047
C -2.671 -2.758 0.420
N -3.282 -4.100 0.373
N -3.384 -1.959 1.430
N -1.246 -2.929 0.857
C -0.611 2.894 -1.258
O -0.752 3.957 -1.807
H 2.682 -3.597 -0.316
H 3.601 -0.109 3.995
H 5.399 0.424 3.794
H 4.076 1.523 3.249
H 4.379 0.487 -2.248
H 4.723 -1.269 -1.703
H 6.051 -0.238 -2.353
H 3.822 3.325 0.750
H -3.240 3.709 -0.799
H -7.233 -1.083 1.108
H -5.919 -2.745 0.491
H -1.711 -2.395 -1.538
H -3.508 -2.484 -1.691
H -3.585 -4.422 1.295
H -2.701 -4.788 -0.112
H -4.212 -2.439 1.786
H -2.774 -1.623 2.179
H -0.859 -3.671 0.255
H -1.295 -3.273 1.830
In 7.719 1.254 -1.381
*
```

***

(3)
Density functional theory data (ωB97M-V/def2-TZVPD) for an isolated molecule of CH4.

- relative energy (zero: lowest compared OMol25 entry of this formula, charge and spin) (kcal per mole) = 19.7
- HOMO energy (eV) = -12.38
- energy (hartree) = -40.45969
- SMILES string = C
- HOMO-LUMO gap (hartree) = 0.50190
- LUMO (eV) = 1.3

```
! wB97M-V def2-TZVPD RIJCOSX def2/J DEFGRID3
* xyz 0 1
C 0.140 -0.049 0.022
H -0.909 -0.618 -0.006
H 0.657 -0.186 0.867
H -0.211 0.931 0.150
H 0.323 -0.078 -1.033
*
```

***

(4)
Density functional theory data (ωB97M-V/def2-TZVPD) for a cluster of 3 separate species, C47H49BN4O9PS in total.

- HOMO energy (eV) = -10.98
- energy (hartree) = -3480.88934
- HOMO-LUMO gap (hartree) = 0.27215
- LUMO (eV) = -3.6

```
! wB97M-V def2-TZVPD RIJCOSX def2/J DEFGRID3
* xyz 1 1
C -1.745 0.069 4.543
C -2.771 1.166 4.238
C -2.500 1.854 2.880
C -3.784 2.257 2.164
C -3.656 2.419 0.652
C -3.269 1.135 -0.075
C -3.240 1.287 -1.597
C -1.951 2.066 -1.996
C -0.945 1.029 -2.477
N 0.420 1.572 -2.736
C 0.671 2.984 -2.556
C 0.892 3.360 -1.098
C 0.816 2.443 -0.053
C 1.006 2.876 1.260
C 1.299 4.213 1.519
C 1.420 5.146 0.486
C 1.780 6.575 0.741
C 1.198 4.692 -0.818
C 1.299 0.664 -3.121
N 0.941 -0.606 -3.312
C 2.011 -1.272 -3.728
B 2.011 -2.837 -4.094
O 0.904 -3.362 -4.696
O 3.085 -3.594 -3.751
N 3.042 -0.450 -3.788
O 4.271 -0.870 -4.192
N 2.674 0.830 -3.383
P 3.823 2.119 -3.316
O 3.343 3.034 -4.522
O 3.564 2.994 -2.023
S 5.655 1.623 -3.465
H -0.784 0.305 4.090
H -2.078 -0.874 4.111
H -1.616 -0.077 5.612
H -3.772 0.740 4.234
H -2.723 1.905 5.035
H -1.892 2.729 3.112
H -1.876 1.172 2.302
H -4.072 3.234 2.557
H -4.610 1.597 2.425
H -2.907 3.195 0.474
H -4.606 2.768 0.247
H -3.987 0.360 0.202
H -2.295 0.791 0.279
H -4.131 1.786 -1.959
H -3.144 0.277 -1.995
H -2.217 2.714 -2.830
H -1.634 2.611 -1.117
H -1.343 0.593 -3.386
H -0.866 0.271 -1.702
H 1.461 3.376 -3.181
H -0.206 3.545 -2.869
H 0.588 1.403 -0.239
H 0.918 2.172 2.073
H 1.432 4.514 2.549
H 1.614 6.870 1.772
H 2.848 6.701 0.559
H 1.264 7.267 0.083
H 1.288 5.420 -1.617
H 0.884 -3.242 -5.651
H 3.448 -4.030 -4.531
H 4.481 -0.431 -5.035
H 3.642 3.944 -4.375
H 3.424 2.455 -1.229
C -7.624 -3.085 6.286
C -8.952 -3.217 6.678
C -9.963 -2.682 5.899
C -9.652 -2.002 4.729
C -8.317 -1.851 4.346
C -7.307 -2.403 5.124
C -7.956 -1.088 3.119
O -6.796 -0.960 2.782
C -9.055 -0.479 2.320
C -8.740 0.283 1.202
C -9.751 0.846 0.441
C -11.082 0.644 0.789
C -11.402 -0.111 1.905
C -10.392 -0.667 2.679
C -10.755 -1.449 3.895
O -11.915 -1.624 4.198
H -6.836 -3.511 6.892
H -9.196 -3.741 7.593
H -10.998 -2.787 6.197
H -6.276 -2.293 4.817
H -7.704 0.435 0.934
H -9.504 1.443 -0.426
H -11.871 1.079 0.190
H -12.435 -0.268 2.183
C 6.024 -1.869 -2.225
C 6.489 -1.156 -1.122
C 7.756 -1.400 -0.620
C 8.562 -2.365 -1.211
C 8.088 -3.094 -2.301
C 6.821 -2.836 -2.808
C 8.915 -4.167 -2.926
O 8.497 -4.793 -3.879
C 10.255 -4.448 -2.345
C 11.022 -5.478 -2.874
C 12.276 -5.743 -2.353
C 12.774 -4.976 -1.305
C 12.013 -3.951 -0.769
C 10.749 -3.688 -1.280
C 9.931 -2.603 -0.670
O 10.360 -1.931 0.244
H 5.043 -1.682 -2.620
H 5.863 -0.407 -0.657
H 8.125 -0.846 0.232
H 6.465 -3.400 -3.660
H 10.633 -6.069 -3.691
H 12.871 -6.549 -2.763
H 13.758 -5.182 -0.903
H 12.394 -3.355 0.048
*
```

***

(5)
Density functional theory data (ωB97M-V/def2-TZVPD) for a cluster of 11 separate species, C32H63BCl20O3 in total.

- HOMO energy (eV) = -9.18
- energy (hartree) = -10711.42863
- SMILES string = C#CB(CCCCCOCC)OC[C@@H](C)O.ClCCCl.ClCCCl.ClCCCl.ClCCCl.ClCCCl.ClCCCl.ClCCCl.ClCCCl.ClCCCl.ClCCCl
- HOMO-LUMO gap (hartree) = 0.34968
- LUMO (eV) = 0.3

```
! wB97M-V def2-TZVPD RIJCOSX def2/J DEFGRID3
* xyz 0 1
C -0.430 -1.995 5.100
C 0.154 -2.400 4.114
B 0.415 -2.872 2.647
C 0.676 -1.887 1.438
C 2.133 -1.302 1.384
C 2.768 -1.502 -0.036
C 2.773 -0.190 -0.888
C 1.745 -0.203 -2.048
O 0.959 0.985 -2.090
C 0.238 1.061 -3.298
C -0.465 2.427 -3.461
O 0.367 -4.263 2.430
C -0.969 -4.539 1.939
C -1.277 -6.038 1.958
C -1.195 -6.658 3.369
O -2.631 -6.219 1.501
H -1.043 -1.867 5.972
H 0.431 -2.431 0.509
H -0.039 -1.048 1.547
H 2.798 -1.658 2.184
H 2.029 -0.212 1.504
H 3.816 -1.828 0.062
H 2.224 -2.262 -0.619
H 2.580 0.712 -0.286
H 3.772 -0.076 -1.340
H 1.065 -1.073 -1.933
H 2.277 -0.288 -3.018
H -0.533 0.270 -3.400
H 0.926 0.940 -4.158
H 0.178 3.207 -3.016
H -1.469 2.428 -3.016
H -0.567 2.662 -4.535
H -1.678 -3.944 2.552
H -0.987 -4.212 0.882
H -0.631 -6.597 1.264
H -1.988 -6.205 3.987
H -0.207 -6.548 3.840
H -1.455 -7.727 3.288
H -3.131 -5.572 2.017
Cl -3.066 4.402 -1.764
C -4.724 3.782 -1.552
C -4.741 2.378 -1.002
Cl -4.114 1.188 -2.179
H -5.231 3.840 -2.512
H -5.227 4.455 -0.858
H -5.761 2.085 -0.769
H -4.147 2.296 -0.093
Cl 1.640 0.087 -6.690
C 2.683 -1.323 -7.003
C 2.460 -2.423 -5.996
Cl 3.031 -1.950 -4.373
H 3.717 -0.985 -6.999
H 2.444 -1.679 -8.005
H 3.018 -3.312 -6.286
H 1.411 -2.690 -5.921
Cl 3.880 4.472 -2.266
C 3.100 4.515 -3.869
C 2.901 3.135 -4.439
Cl 4.440 2.347 -4.877
H 3.706 5.138 -4.523
H 2.133 5.001 -3.736
H 2.309 3.195 -5.352
H 2.382 2.486 -3.736
Cl 2.311 8.817 -2.108
C 1.782 8.189 -0.525
C 1.728 6.682 -0.503
Cl 0.427 6.041 -1.539
H 0.813 8.628 -0.295
H 2.501 8.543 0.213
H 1.526 6.335 0.510
H 2.668 6.242 -0.832
Cl 3.425 10.051 -6.606
C 3.402 11.077 -5.148
C 4.349 12.246 -5.258
Cl 6.056 11.734 -5.243
H 3.640 10.450 -4.291
H 2.381 11.440 -5.033
H 4.211 12.912 -4.408
H 4.177 12.814 -6.170
Cl -2.927 -8.220 6.224
C -1.721 -7.681 7.421
C -2.099 -6.369 8.063
Cl -2.015 -5.009 6.911
H -0.754 -7.615 6.918
H -1.660 -8.459 8.182
H -1.404 -6.142 8.871
H -3.105 -6.400 8.476
Cl 1.394 -7.882 7.164
C 2.723 -7.957 5.977
C 2.406 -8.882 4.828
Cl 2.350 -10.590 5.335
H 3.626 -8.264 6.501
H 2.872 -6.945 5.604
H 3.182 -8.802 4.068
H 1.450 -8.636 4.370
Cl -2.245 0.420 -6.141
C -2.861 -1.242 -5.966
C -1.748 -2.249 -5.807
Cl -0.788 -2.436 -7.299
H -3.480 -1.466 -6.833
H -3.495 -1.254 -5.080
H -2.167 -3.228 -5.577
H -1.069 -1.969 -5.003
Cl 1.151 -0.220 5.649
C 1.217 0.891 7.051
C 2.171 2.043 6.834
Cl 3.870 1.509 6.796
H 1.490 0.308 7.928
H 0.207 1.275 7.195
H 2.082 2.756 7.654
H 1.960 2.564 5.903
Cl -6.929 2.905 1.017
C -8.587 2.282 1.225
C -8.598 0.877 1.772
Cl -7.966 -0.302 0.595
H -9.093 2.342 0.264
H -9.094 2.953 1.918
H -9.620 0.580 2.002
H -8.005 0.798 2.680
*
```

***

(6)
Density functional theory data (ωB97M-V/def2-TZVPD) for an isolated molecule of C5H10O.

- relative energy (zero: lowest compared OMol25 entry of this formula, charge and spin) (kcal per mole) = 39.1
- HOMO energy (eV) = -9.80
- energy (hartree) = -271.69036
- SMILES string = COCC1CC1
- HOMO-LUMO gap (hartree) = 0.40256
- LUMO (eV) = 1.2

```
! wB97M-V def2-TZVPD RIJCOSX def2/J DEFGRID3
* xyz 0 1
C -0.811 -1.388 1.205
O 0.166 -1.598 0.215
C 1.184 -0.624 0.138
C 0.822 0.648 -0.616
C -0.433 0.716 -1.432
C -0.289 1.574 -0.206
H -1.415 -2.298 1.248
H -0.358 -1.213 2.192
H -1.475 -0.548 0.969
H 2.001 -1.118 -0.399
H 1.551 -0.377 1.149
H 1.697 1.138 -1.042
H -0.402 1.195 -2.405
H -1.080 -0.155 -1.377
H -0.131 2.639 -0.347
H -0.887 1.343 0.670
*
```

***

(7)
Density functional theory data (ωB97M-V/def2-TZVPD) for a cluster of 2 separate species, C4H8N3O4 in total.

- relative energy (zero: lowest compared OMol25 entry of this formula, charge and spin) (kcal per mole) = 61.8
- HOMO energy (eV) = -4.51
- energy (hartree) = -622.30580
- HOMO-LUMO gap (hartree) = 0.29981
- LUMO (eV) = 3.6

```
! wB97M-V def2-TZVPD RIJCOSX def2/J DEFGRID3
* xyz -1 1
C 1.065 -1.134 -0.262
C -1.458 -1.292 -0.599
C -0.444 0.830 0.014
C -0.209 -0.357 -0.749
N -0.724 0.686 1.319
N 1.535 1.938 1.640
N 0.011 0.004 -2.180
O 0.963 -1.648 0.833
O 0.763 2.014 2.613
O 2.011 -1.049 -1.040
O -1.030 1.662 2.048
H -1.417 -1.597 0.412
H -2.343 -0.894 -1.029
H -1.247 -2.149 -1.128
H -0.184 1.808 -0.418
H 1.941 0.978 1.447
H 0.367 0.941 -2.159
H 0.734 -0.641 -2.578
H -0.333 -0.101 1.816
*
```

***

(8)
Density functional theory data (ωB97M-V/def2-TZVPD) for a cluster of 2 separate species, C3H10NO in total.

- relative energy (zero: lowest compared OMol25 entry of this formula, charge and spin) (kcal per mole) = 26.1
- HOMO energy (eV) = -16.33
- energy (hartree) = -250.01218
- HOMO-LUMO gap (hartree) = 0.42604
- LUMO (eV) = -4.7

```
! wB97M-V def2-TZVPD RIJCOSX def2/J DEFGRID3
* xyz 1 1
C -0.648 -1.947 -0.761
C 0.084 -1.081 0.337
C 0.124 0.793 -1.174
N 0.120 0.367 -0.004
H -0.235 -1.933 -1.785
H -1.728 -1.792 -0.827
H -0.564 -2.965 -0.365
H 1.149 -1.495 0.383
H -0.464 -1.259 1.253
H 0.333 0.060 -1.945
H 0.084 1.813 -1.482
H 0.318 1.163 0.579
H 0.526 3.361 1.410
H 0.147 2.433 2.584
O 0.757 2.481 1.799
*
```

***

(9)
Density functional theory data (ωB97M-V/def2-TZVPD) for a structure of composition C32H33Cl7NO3PtS.

- relative energy (zero: lowest compared OMol25 entry of this formula, charge and spin) (kcal per mole) = 7.7
- HOMO energy (eV) = -4.37
- energy (hartree) = -5258.66672
- HOMO-LUMO gap (hartree) = 0.24244
- LUMO (eV) = 2.2

```
! wB97M-V def2-TZVPD RIJCOSX def2/J DEFGRID3
* xyz -1 1
Pt -0.331 2.121 -0.631
Cl 0.200 4.555 -0.697
C -1.471 4.515 -0.159
C -1.930 3.204 -0.153
C -3.277 3.051 0.162
Cl -4.019 1.495 0.054
C -4.064 4.155 0.522
Cl -5.723 3.936 0.944
C -3.530 5.442 0.540
Cl -4.497 6.796 0.994
C -2.199 5.634 0.174
Cl -1.480 7.198 0.134
Cl -4.931 -1.474 -1.344
C -3.967 -2.885 -1.773
Cl -4.856 -4.411 -1.545
H -3.093 -2.904 -1.136
H -3.682 -2.803 -2.813
C -2.463 0.153 -4.977
C -1.837 -0.557 -3.804
C -1.399 -1.878 -3.921
C -0.815 -2.504 -2.831
C -0.314 -3.922 -2.936
C -0.669 -1.822 -1.627
C -1.098 -0.490 -1.469
C -1.690 0.107 -2.604
N -1.013 0.262 -0.314
C -0.723 -0.323 0.998
C -1.695 -1.486 1.288
C -1.461 -2.069 2.684
C -1.739 -0.994 3.735
C -0.795 0.185 3.493
C 0.652 -0.287 3.649
C 0.942 -1.361 2.598
C -0.009 -2.544 2.803
C 0.742 -0.769 1.199
C -1.007 0.739 2.081
H -2.628 -0.531 -5.810
H -1.817 0.961 -5.326
H -3.422 0.595 -4.702
H -1.502 -2.406 -4.864
H -0.574 -4.361 -3.899
H -0.736 -4.553 -2.150
H 0.773 -3.958 -2.833
H -0.175 -2.342 -0.821
H -2.047 1.127 -2.513
H -1.586 -2.280 0.549
H -2.715 -1.100 1.197
H -2.137 -2.917 2.834
H -1.590 -1.398 4.743
H -2.780 -0.664 3.663
H -1.005 0.979 4.216
H 0.812 -0.686 4.657
H 1.338 0.555 3.515
H 1.978 -1.702 2.698
H 0.157 -2.995 3.788
H 0.192 -3.317 2.053
H 1.046 -1.493 0.443
H 1.386 0.101 1.058
H -0.343 1.594 1.923
H -2.034 1.097 1.965
C 7.071 -0.489 1.715
C 5.977 0.090 0.857
C 5.488 1.370 1.093
C 4.499 1.917 0.288
C 3.991 1.181 -0.769
C 4.467 -0.097 -1.023
C 5.452 -0.635 -0.210
S 2.675 1.836 -1.770
O 2.662 3.267 -1.550
O 2.920 1.380 -3.112
O 1.485 1.158 -1.155
H 7.033 -0.086 2.727
H 8.055 -0.255 1.302
H 6.990 -1.575 1.777
H 5.884 1.947 1.921
H 4.117 2.913 0.467
H 4.062 -0.656 -1.856
H 5.820 -1.637 -0.406
*
```